Record 1
{"formula": "C4H42O16S", "method": "wB97M-V/def2-TZVPD", "elements": ["C", "C", "C", "S", "C", "H", "H", "H", "H", "H", "H", "H", "H", "H", "H", "H", "H", "O", "H", "H", "O", "H", "H", "O", "H", "H", "O", "H", "H", "O", "H", "H", "O", "H", "H", "O", "H", "H", "O", "H", "H", "O", "H", "H", "O", "H", "H", "O", "H", "H", "O", "H", "H", "O", "H", "H", "O", "H", "H", "O", "H", "H", "O"], "xyz": [[3.00, -2.20, 0.90], [2.40, -1.53, 2.12], [1.11, -0.77, 1.71], [1.65, 0.46, 0.52], [0.53, 0.33, -0.88], [3.69, -3.01, 1.15], [2.21, -2.65, 0.28], [3.62, -1.50, 0.33], [3.26, -0.96, 2.57], [2.32, -2.36, 2.89], [0.72, -0.23, 2.57], [0.46, -1.54, 1.45], [-0.43, 0.47, -0.42], [0.71, 1.27, -1.46], [0.65, -0.59, -1.43], [1.14, -2.61, -1.50], [0.62, -2.51, -2.95], [1.33, -2.88, -2.43], [3.88, -1.07, -3.07], [2.59, -1.97, -3.12], [3.26, -1.48, -3.64], [-2.08, 0.24, 3.41], [-3.21, -0.87, 3.54], [-2.43, -0.63, 3.07], [-3.88, -0.18, 0.10], [-3.30, -0.04, 1.40], [-3.70, 0.51, 0.74], [-3.15, 2.16, 0.28], [-3.68, 3.46, -0.43], [-2.99, 3.06, 0.05], [-0.77, 1.76, 4.44], [-1.53, 2.35, 3.20], [-1.47, 1.58, 3.77], [-1.00, -4.16, 0.19], [-1.75, -4.29, -1.13], [-1.65, -3.70, -0.39], [1.01, 3.45, 3.75], [0.05, 3.73, 2.69], [0.07, 3.51, 3.70], [0.55, 3.34, -1.88], [1.96, 2.92, -1.63], [1.36, 3.10, -2.41], [-2.73, -1.59, -1.74], [-2.99, -1.74, -0.11], [-3.36, -1.59, -0.99], [-0.54, -2.70, 3.00], [-1.93, -2.30, 2.72], [-1.42, -3.11, 2.88], [-0.68, 4.73, -0.12], [-1.01, 3.18, 0.08], [-0.36, 3.83, -0.22], [-1.12, -0.93, -3.06], [-1.29, -2.37, -3.84], [-1.41, -1.87, -3.09], [2.47, 2.19, 2.29], [2.60, 3.24, 1.26], [2.52, 3.15, 2.25], [0.10, 0.26, -3.56], [-0.93, 0.74, -4.68], [-0.88, 0.58, -3.74], [1.59, 1.47, -3.67], [2.59, 0.34, -3.83], [1.64, 0.53, -3.89]], "homo_energy_ev": -9.08, "molar_mass_g_mol": 378.4, "lumo_energy_ev": 0.00, "de_lowest_kcal_mol": 0.0, "gap_ev": 9.073}

Record 2
{"formula": "C4H4AgMgO5", "method": "wB97M-V/def2-TZVPD", "elements": ["O", "O", "C", "C", "O", "C", "H", "H", "H", "H", "O", "O", "C", "Ag", "Mg"], "xyz": [[-0.69, 0.00, -2.18], [0.00, 0.82, -0.22], [0.72, 0.08, 0.78], [2.21, 0.31, 0.54], [2.60, -0.01, -0.74], [-0.95, 0.17, -0.97], [0.40, 0.42, 1.78], [0.49, -0.99, 0.67], [2.74, -0.28, 1.33], [2.42, 1.38, 0.79], [-2.85, 0.51, 0.44], [-2.52, -1.53, -0.36], [-2.13, -0.29, -0.29], [1.61, 0.44, -2.38], [-4.05, -1.03, 0.81]], "homo_energy_ev": [-5.54, -7.13], "multiplicity": 2, "molar_mass_g_mol": 264.2, "lumo_energy_ev": [-3.34, -3.47], "de_lowest_kcal_mol": 22.2, "gap_ev": [2.204, 3.655]}

Record 3
{"formula": "C4H4AuO2", "method": "wB97M-V/def2-TZVPD", "elements": ["H", "O", "C", "C", "C", "H", "H", "H", "C", "O", "Au"], "xyz": [[0.41, -1.14, 1.59], [-3.40, -0.08, -0.78], [-2.64, 0.90, -0.09], [-1.25, 0.48, 0.04], [-0.19, -0.01, 0.54], [-4.28, -0.12, -0.40], [-3.06, 1.06, 0.93], [-2.68, 1.87, -0.62], [0.92, -0.83, 0.49], [2.13, -0.52, 0.21], [2.63, 0.82, -0.75]], "homo_energy_ev": [-18.06, -18.88], "multiplicity": 4, "molar_mass_g_mol": 281.0, "lumo_energy_ev": [-11.08, -13.97], "de_lowest_kcal_mol": 36.0, "gap_ev": [6.985, 4.911], "charge": 2}